Computed, not measured: a structure of composition C11H12BN4OOsS6, with ωB97M-V with the def2-TZVPD basis set.

Its spin multiplicity is 5. As for the energy relative to the best compared isomer or geometry (same formula, charge and spin): 0.00 kJ/mol. Its net charge is +1. Its expectation value of S² is 6.026. The lowest unoccupied orbital energy (spin up / spin down) is -0.1171 / -0.2132 hartree.

Cartesian coordinates (Å):
1 Os 1.64844 1.34943 0.25367
2 O 4.10274 -3.71207 -3.81083
3 C 3.63354 -2.87867 -3.11312
4 S 4.52454 -1.44517 -2.53333
5 C 3.22644 -0.73637 -1.61212
6 C 2.02274 -1.42187 -1.60542
7 S 0.60474 -0.95997 -0.79283
8 S 1.95504 -2.90617 -2.51803
9 S 3.59954 0.73503 -0.81542
10 C -1.51036 2.07613 -3.60313
11 N -1.80016 1.82433 -2.22002
12 C -2.98746 1.44053 -1.67302
13 C -2.78506 1.32023 -0.33413
14 N -1.48086 1.61863 -0.05533
15 B -0.85756 1.71583 1.36368
16 N -0.73566 0.32843 2.05067
17 C -1.77746 -0.42547 2.51387
18 C -1.27936 -1.51687 3.15397
19 N 0.07784 -1.42807 3.09078
20 C 1.04484 -2.34797 3.62128
21 C 0.39404 -0.30437 2.42347
22 S 2.04064 0.14743 2.19187
23 C -0.89766 1.93203 -1.22882
24 S 0.71444 2.44303 -1.55992
25 H -2.34656 1.75533 -4.21773
26 H -0.61206 1.52953 -3.89362
27 H -1.33016 3.14053 -3.76042
28 H -3.85766 1.27723 -2.27553
29 H -3.48296 1.05563 0.43067
30 H 0.32164 2.17093 1.22537
31 H -1.49946 2.44323 2.03647
32 H -2.79576 -0.13597 2.37147
33 H -1.76796 -2.34237 3.63107
34 H 0.54464 -3.25137 3.95808
35 H 1.57584 -1.89187 4.45797
36 H 1.77254 -2.59887 2.84838


Computed, not measured: a structure of composition C11H12BrN3ReSSe3Te, with ωB97M-V with the def2-TZVPD basis set.

Its spin multiplicity is 2. Its net charge is +2. Its expectation value of S² is 0.765. The lowest unoccupied orbital energy (spin up / spin down) is -0.2919 / -0.2845 hartree.

Cartesian coordinates (Å):
1 Re 0.01574 -0.90394 2.32948
2 Se -0.62108 -0.56724 4.56897
3 Se 1.42394 -1.38733 5.53882
4 Te 1.85943 -2.58707 3.37028
5 Se 2.29161 -0.75431 1.63562
6 Br -4.04237 -4.95140 -1.17040
7 C -2.88265 -3.85208 -0.20692
8 C -2.12561 -4.36893 0.84387
9 C -1.28905 -3.53135 1.53153
10 N -1.15571 -2.21478 1.24341
11 C -1.90250 -1.72257 0.22195
12 C -2.75699 -2.50251 -0.51567
13 H -2.19452 -5.41103 1.12124
14 H -0.70824 -3.90901 2.35758
15 H -1.77993 -0.67463 -0.00098
16 H -3.32718 -2.06004 -1.32064
17 C 2.13744 4.69859 -0.74123
18 C 1.48523 3.37149 -0.85701
19 C 1.47546 2.58591 -1.98282
20 C 0.81396 1.35365 -1.95539
21 N 0.19302 0.93048 -0.83823
22 C 0.21406 1.68255 0.22899
23 S -0.59983 1.24413 1.71794
24 N 0.84839 2.88236 0.23543
25 C 0.75263 0.47092 -3.14333
26 H 2.58748 4.99625 -1.68371
27 H 2.91887 4.67402 0.02245
28 H 1.40930 5.45905 -0.44967
29 H 1.97211 2.92269 -2.88089
30 H 0.82718 3.42803 1.09024
31 H 1.33500 0.86224 -3.97285
32 H -0.28791 0.36121 -3.45865
33 H 1.11273 -0.52538 -2.87940


Computed, not measured: a structure of composition C11H12BrNO3ReS2, with ωB97M-V with the def2-TZVPD basis set.

Its spin multiplicity is 2. As for the energy relative to the best compared isomer or geometry (same formula, charge and spin): 0.00 kJ/mol. Its net charge is 0. Its expectation value of S² is 0.757. The lowest unoccupied orbital energy (spin up / spin down) is -0.0010 / -0.0172 hartree.

Cartesian coordinates (Å):
1 Re 1.20493 -0.40662 1.21407
2 C 3.82020 -0.33653 -2.63764
3 C 3.10595 0.04925 -1.37242
4 S 2.16369 -1.22619 -0.61135
5 C 3.12090 1.25540 -0.80408
6 C 3.85355 2.46012 -1.31260
7 S 2.19587 1.50314 0.67364
8 H 3.68068 -1.39595 -2.84993
9 H 4.89248 -0.14895 -2.56111
10 H 3.43907 0.22661 -3.49131
11 H 4.41230 2.22519 -2.21733
12 H 4.55553 2.83478 -0.56508
13 H 3.15776 3.26900 -1.54304
14 Br -5.10988 -1.73896 3.32275
15 C -4.60832 -0.96175 1.66223
16 C -5.60946 -0.62374 0.75811
17 C -5.21562 -0.05946 -0.44007
18 C -3.86432 0.14034 -0.68251
19 C -2.96279 -0.23897 0.29701
20 N -3.32764 -0.78467 1.45834
21 C -1.49359 -0.02487 0.03734
22 O -1.09113 0.46615 -0.98633
23 O -0.71339 -0.42343 1.03346
24 H -6.64773 -0.80031 0.99568
25 H -5.95533 0.22166 -1.17799
26 H -3.49705 0.57715 -1.59922
27 C 3.14315 -1.69770 3.14563
28 O 1.87694 -1.19266 2.74274
29 H 3.50922 -2.42030 2.41615
30 H 3.01715 -2.18186 4.11272
31 H 3.85561 -0.87773 3.23842


Computed, not measured: a structure of composition C11H12CaN2O4Se, with ωB97M-V with the def2-TZVPD basis set.

Its spin multiplicity is 1. Its net charge is +2. The lowest unoccupied orbital energy is -0.2876 hartree.

Cartesian coordinates (Å):
1 Ca 0.78481 -0.05225 -3.09182
2 O 1.45392 -1.31396 0.67549
3 C 0.98305 -0.74079 -0.22632
4 C -1.05850 1.40555 -2.56980
5 O -1.91550 2.14763 -2.77880
6 C -0.96210 -1.46548 -1.78662
7 O -1.78500 -2.21316 -1.50103
8 C 1.61323 1.64916 -1.36365
9 O 2.16224 2.54472 -0.90475
10 C 2.33135 -0.98350 -4.99187
11 H 3.35826 -0.67287 -4.78306
12 H 2.19235 -2.06759 -5.01293
13 C 1.45076 -0.14806 -5.58413
14 H 0.56456 -0.52730 -6.10157
15 H 1.73475 0.86896 -5.86991
16 C -2.65303 -1.41696 2.06269
17 N -1.51029 -0.74624 2.69186
18 C -1.04500 -0.93411 3.99366
19 C -0.08606 0.00322 4.22895
20 N 0.07541 0.75434 3.06727
21 C 0.87573 1.98207 2.98002
22 C -0.79695 0.27761 2.12313
23 Se -1.01991 0.90227 0.39404
24 H -3.11871 -2.14120 2.72464
25 H -2.42790 -1.96357 1.13801
26 H -3.45433 -0.69523 1.89422
27 H -1.45895 -1.69632 4.62232
28 H 0.48439 0.26113 5.09716
29 H 0.60109 2.67850 3.77447
30 H 1.95462 1.82412 3.06103
31 H 0.67170 2.47931 2.03732


Computed, not measured: a structure of composition C11H12F3N4O3Pd, with ωB97M-V with the def2-TZVPD basis set.

Its spin multiplicity is 1. Its net charge is +1. The lowest unoccupied orbital energy is -0.1905 hartree.

Cartesian coordinates (Å):
1 Pd -0.25312 -0.26966 -0.47266
2 N 3.91073 -3.66679 0.93277
3 C 4.58423 -2.63195 0.37876
4 O 5.78336 -2.63332 0.21840
5 C 3.78480 -1.42370 -0.05848
6 C 4.50603 -0.31453 -0.49193
7 C 3.83710 0.81947 -0.91049
8 C 2.45573 0.82785 -0.89920
9 N 1.76457 -0.24117 -0.49311
10 C 2.40911 -1.34032 -0.07894
11 H 4.45399 -4.45740 1.23862
12 H 2.93379 -3.65116 1.15182
13 H 5.58626 -0.37656 -0.48893
14 H 4.37135 1.69566 -1.24785
15 H 1.86241 1.67372 -1.21420
16 H 1.77507 -2.16520 0.22897
17 C -5.40789 1.44186 -0.79353
18 N -4.28843 0.53399 -0.54796
19 C -4.36150 -0.70617 0.03979
20 C -3.08977 -1.17489 0.10803
21 N -2.25355 -0.22321 -0.43220
22 C -3.00471 0.79437 -0.81343
23 H -6.33345 0.87798 -0.73072
24 H -5.32296 1.86863 -1.78904
25 H -5.41782 2.23543 -0.05010
26 H -5.29743 -1.13879 0.34703
27 H -2.73071 -2.11185 0.49714
28 H -2.62993 1.70052 -1.25721
29 F -0.29098 1.60344 -0.94331
30 C -0.31333 2.23891 1.55401
31 F -2.03972 3.16344 2.51937
32 F 0.75664 2.97398 1.38305
33 O -0.29668 1.10287 1.86781
34 O -1.44320 2.97455 1.24771


Computed, not measured: a structure of composition C11H12HoN2O4Se, with ωB97M-V with the def2-TZVPD basis set.

Its spin multiplicity is 5. As for the energy relative to the best compared isomer or geometry (same formula, charge and spin): 4.82 kJ/mol. Its net charge is +3. Its expectation value of S² is 6.009. The lowest unoccupied orbital energy (spin up / spin down) is -0.4862 / -0.4833 hartree.

Cartesian coordinates (Å):
1 Ho -0.03207 0.52368 -2.12149
2 C 0.01397 1.21014 0.33623
3 O 0.05516 1.81205 1.32602
4 C 0.08701 2.90527 -2.14191
5 O 0.02361 4.02395 -1.86247
6 C -1.96978 1.61075 -1.12206
7 O -2.58388 2.33686 -0.45520
8 C 1.99390 1.40823 -1.03522
9 O 2.70535 1.88829 -0.25282
10 C 0.03368 -0.22754 -4.44618
11 H 0.96346 -0.82147 -4.47639
12 H -0.89672 -0.82346 -4.44627
13 C 0.02831 1.08859 -4.82463
14 H -0.88806 1.63203 -5.10179
15 H 0.93917 1.62613 -5.12997
16 C -2.52129 -1.07510 1.92147
17 N -1.11957 -1.21115 2.29587
18 C -0.64221 -0.88080 3.56216
19 C 0.70158 -1.02245 3.53814
20 N 1.05009 -1.44288 2.25626
21 C 2.42257 -1.60044 1.81369
22 C -0.07222 -1.52931 1.46303
23 Se -0.08610 -1.83783 -0.37894
24 H -2.83777 -1.93449 1.31943
25 H -2.74173 -0.14923 1.35444
26 H -3.08939 -1.09396 2.85865
27 H -1.32064 -0.56192 4.33381
28 H 1.43178 -0.85657 4.30782
29 H 3.03070 -1.83767 2.69144
30 H 2.48407 -2.44269 1.12107
31 H 2.83702 -0.71701 1.29582


Computed strongest force on any atom (eV/Å) in order:
1.01 0.94 0.09 5.82 0.47 6.72
Computed energy (hartree) in order:
-3225.14098 -11112.95039 -4155.53978 -3915.26374 -1298.26027 -4185.15589